The following is a DFT calculation (ωB97M-V with the def2-TZVPD basis set) of a structure of composition C9H12N4 in a non-equilibrium geometry.

Geometry as XYZ:
```
25
Properties=species:S:1:pos:R:3:forces:R:3
C -1.7056 -2.1664 2.7327 -0.07 0.12 0.57
C -1.2042 -1.5713 3.7999 -1.43 0.34 0.65
C -2.1801 -2.2548 1.3257 1.32 -0.56 -0.67
C -2.9895 -2.2093 3.4826 3.14 0.07 2.61
C 2.0683 1.2077 0.2292 -0.97 3.59 2.82
C -2.0946 -0.9004 0.6062 2.13 1.37 0.61
C 1.1360 0.7675 -0.8384 1.18 -0.84 -1.95
C -0.7309 -0.8118 -0.1210 -0.49 -0.70 -2.63
C -0.3189 0.6262 -0.5432 -2.83 0.03 2.04
N -1.6843 -1.4471 5.0052 2.83 0.18 -0.35
N -3.5675 -2.6252 1.4771 -1.02 -0.92 -0.82
N -2.9300 -1.8274 4.8004 -2.17 -0.59 -1.45
N -3.9435 -2.6199 2.6583 -2.29 0.22 -0.89
H -1.6910 -3.0962 0.6904 -0.71 1.49 1.03
H 3.0407 0.7081 0.2456 -0.50 -0.23 0.54
H 2.3198 2.2980 0.0679 -0.07 -0.95 0.17
H 1.4297 1.3159 1.2378 1.97 -0.87 -1.64
H -2.1161 0.0568 1.2971 -0.49 -2.22 -0.97
H -2.8711 -0.8830 -0.1006 -1.22 0.35 -0.82
H 1.6258 -0.2558 -1.0265 -1.36 1.21 -1.07
H 1.1553 1.5134 -1.7000 0.68 -1.46 0.67
H -0.7026 -1.5024 -1.0988 -0.09 1.14 2.25
H -0.0109 -1.1748 0.5934 0.73 -0.21 0.07
H -0.6957 1.1313 0.4813 1.18 0.15 -2.48
H -0.9184 1.0232 -1.4461 0.54 -0.71 1.71
```
Forces are in eV/Å.

Summary:
* Kohn-Sham gap (alpha / beta): 7.63 / 7.63 eV
* energy above the lowest of the compared OMol25 structures with the same formula, charge and spin: 827.8 kJ/mol
* 2S+1: 1
* LUMO (alpha / beta): -2.097 / -2.098 eV

The following is a DFT calculation (ωB97M-V with the def2-TZVPD basis set) of an isolated molecule of C9H12N4O in a non-equilibrium geometry.

Geometry as XYZ:
```
26
Properties=species:S:1:pos:R:3:forces:R:3
N -2.5052 -0.6076 2.1717 -0.37 0.43 1.20
N -1.7437 -2.7788 1.7219 -0.15 -1.06 1.33
O -1.9500 1.1282 0.9141 -0.33 1.04 0.57
C 0.5379 -1.9547 -0.9676 -1.24 -0.18 1.10
C -0.0083 -0.7485 -0.6698 -0.52 0.92 -0.01
C -2.4044 -1.8818 2.4656 0.34 -1.93 -0.84
C -1.7875 -0.1562 1.1796 0.05 0.11 -0.78
C -1.0048 -2.2943 0.7372 0.47 0.55 -0.32
C -0.9615 -0.9598 0.4251 0.89 1.38 -1.33
N -0.1142 -2.8891 -0.1024 1.11 -2.12 -0.64
N 1.1040 1.4468 -0.5793 -0.31 1.76 1.03
C 2.5213 1.0664 -0.4349 -0.66 -0.07 -0.22
C 0.9180 2.8953 -0.8963 0.96 -1.70 0.13
C 0.2068 0.5917 -1.3552 0.75 -0.54 1.25
H -2.5128 1.3867 1.6798 0.22 0.40 -0.70
H 1.3099 -2.2129 -1.7105 -0.73 -0.10 0.65
H -2.9224 -2.2739 3.3541 0.16 0.28 -0.54
H 0.0902 -3.8937 -0.0771 -0.15 0.85 -0.01
H 3.1484 1.8701 -0.0017 -0.71 -0.17 -0.28
H 2.6491 0.2080 0.2348 -0.23 0.00 -0.21
H 2.9392 0.8102 -1.4121 0.33 -0.10 -0.19
H 1.2550 3.1045 -1.9192 -0.01 0.34 -0.02
H -0.1044 3.1675 -0.7712 -0.91 0.03 -0.11
H 1.4657 3.4845 -0.1698 0.33 0.10 -0.06
H 0.6450 0.4170 -2.3142 0.24 -0.28 -1.21
H -0.7711 1.0742 -1.5023 0.46 0.03 0.21
```
Forces are in eV/Å.

Summary:
* Kohn-Sham gap: 8.98 eV
* energy above the lowest of the compared OMol25 structures with the same formula, charge and spin: 0.0 kJ/mol
* SMILES: CN(C)Cc1c[nH]c2ncnc(O)c12
* 2S+1: 1
* LUMO: 0.832 eV

The following is a DFT calculation (ωB97M-V with the def2-TZVPD basis set) of an isolated molecule of C9H12N4O3 in a non-equilibrium geometry.

Geometry as XYZ:
```
28
Properties=species:S:1:pos:R:3:forces:R:3
O -1.5803 2.5746 -1.3335 -0.02 1.56 0.56
O -2.0269 -1.6439 -2.4287 0.81 0.68 1.72
N 0.0044 2.1094 0.9182 0.20 -3.74 -1.19
N 0.8034 -0.5985 1.1150 -2.59 -0.81 -2.77
O 0.7212 1.6024 2.0367 -1.63 2.19 -1.33
C -1.1708 1.4777 -1.0981 -0.49 1.07 -1.90
C -1.4765 -0.8371 -1.6629 -0.99 -2.19 -3.00
C -0.3097 1.1389 0.0387 -0.77 0.99 1.42
C -0.1243 -0.3138 0.2146 4.37 0.15 3.91
N -1.4790 0.4921 -2.0686 2.19 0.27 3.62
N -0.7845 -1.2886 -0.5165 -0.90 2.11 -1.04
C -1.9213 0.9403 -3.3555 -2.64 -1.78 -0.34
C -1.0634 -2.6664 -0.1235 -0.20 -0.68 1.19
C 1.6777 -0.0788 3.0934 0.78 -3.78 5.63
C 2.7642 0.7743 1.0943 0.72 0.19 -1.81
C 1.5197 0.4708 1.8309 -2.09 -1.19 -3.85
H -2.3521 1.9206 -3.3547 0.15 0.54 0.58
H -2.7992 0.2562 -3.5308 1.08 0.58 -0.76
H -1.1614 0.8983 -4.1124 0.37 -0.40 -0.29
H -0.5068 -2.9892 0.7812 0.38 0.56 -0.96
H -0.9349 -3.3571 -0.9742 0.04 0.49 0.52
H -2.0923 -2.7264 0.2576 -0.04 0.03 -0.59
H 2.2080 -1.1231 3.0991 -0.75 2.20 -0.14
H 2.1649 0.6214 3.7210 1.17 0.53 0.79
H 0.7293 -0.2310 3.6705 0.42 -0.06 -1.02
H 2.4984 1.4720 0.2588 0.48 -0.72 0.44
H 3.2233 -0.1703 0.6975 -0.45 0.95 0.33
H 3.4688 1.2752 1.7317 0.39 0.27 0.30
```
Forces are in eV/Å.

Summary:
* Kohn-Sham gap: 8.37 eV
* energy above the lowest of the compared OMol25 structures with the same formula, charge and spin: 37.7 kJ/mol
* SMILES: Cn1c(=O)c2c(n(C)c1=O)=NC(C)(C)ON=2
* 2S+1: 1
* LUMO: -1.158 eV

The following is a DFT calculation (ωB97M-V with the def2-TZVPD basis set) of an isolated molecule of C9H12NO3PS in a non-equilibrium geometry.

Geometry as XYZ:
```
27
Properties=species:S:1:pos:R:3:forces:R:3
N -0.6340 0.6299 2.5659 0.21 0.60 -0.84
P 0.1381 2.1820 2.2364 -0.72 1.70 1.05
O -0.9385 2.9174 1.1358 0.60 -1.70 0.76
C 1.8106 1.8648 1.3665 0.20 -0.94 -0.92
O 2.7663 1.9642 2.0738 -0.41 0.02 -0.06
O 1.9536 1.5776 -0.0008 -0.27 -0.40 0.97
C 2.0637 0.1758 -0.2472 -0.58 -1.05 -2.04
S 3.8158 -0.4131 -0.3533 0.67 0.17 0.49
C 1.3446 -0.0786 -1.6596 -1.05 0.18 1.66
C -0.1100 -0.5544 -1.2969 -0.55 -0.70 -0.31
C -1.2743 0.3037 -1.3920 0.02 -2.05 0.69
C -2.5577 -0.2410 -0.9853 1.02 -0.65 0.16
C -2.6852 -1.5983 -0.4926 1.56 0.60 -0.54
C -1.5210 -2.4593 -0.4350 0.43 1.77 -0.50
C -0.2348 -1.9305 -0.8364 -1.68 1.04 -0.04
H -1.5322 0.8989 2.9867 0.45 -0.36 0.01
H -0.1041 0.1037 3.2634 -0.16 0.20 -0.17
H -1.8036 2.4875 1.2802 0.33 0.24 -0.48
H 1.5533 -0.4491 0.5330 0.48 0.88 -0.51
H 3.9436 -1.1373 -1.5063 -0.75 0.57 0.41
H 1.9139 -0.8502 -2.2237 -0.68 0.65 0.26
H 1.3163 0.9129 -2.1713 0.18 -0.93 0.20
H -1.1734 1.3471 -1.7681 -0.13 -0.99 0.40
H -3.4648 0.4086 -1.0476 0.89 -0.69 0.07
H -3.6696 -1.9838 -0.1571 0.79 0.36 -0.36
H -1.5916 -3.5078 -0.0745 -0.04 0.94 -0.32
H 0.6749 -2.5705 -0.7938 -0.81 0.54 -0.04
```
Forces are in eV/Å.

Summary:
* Kohn-Sham gap: 8.67 eV
* energy above the lowest of the compared OMol25 structures with the same formula, charge and spin: 151.6 kJ/mol
* SMILES: NP(O)C(=O)O[C@H](S)Cc1ccccc1
* 2S+1: 1
* LUMO: 0.205 eV

The following is a DFT calculation (ωB97M-V with the def2-TZVPD basis set) of a cluster of 2 separate species, C9H12NOP in total in a non-equilibrium geometry.

Geometry as XYZ:
```
24
Properties=species:S:1:pos:R:3:forces:R:3
C 3.4902 0.3683 0.0084 1.67 1.85 -1.01
C 2.3062 1.1343 0.1848 -0.27 -0.38 0.31
C 3.4142 -1.0065 -0.0485 -1.18 -1.69 0.29
C 1.0719 0.5483 0.4001 0.15 1.72 -0.60
C 2.1407 -1.6018 0.2248 2.07 -1.12 -1.52
C 0.9894 -0.8386 0.3259 -2.65 -0.80 1.42
C -2.1879 0.6982 1.5735 0.66 -0.38 -1.17
C -2.8052 1.4448 0.6284 -3.02 2.05 -0.08
C -1.6524 -0.2477 -1.8369 2.80 -3.05 -0.93
N -0.2349 -1.4454 0.4402 6.32 -1.99 0.00
O -2.7140 -1.9407 0.1020 -2.71 -2.96 -0.20
P -1.5965 -1.1082 -0.2054 -1.50 5.47 0.38
H 4.5116 0.9400 -0.2269 -2.46 -1.41 0.61
H 2.3363 2.1966 0.1016 0.29 0.62 0.18
H 4.2502 -1.6733 -0.3705 -0.68 0.84 0.63
H 0.1123 1.1043 0.5483 1.29 -0.31 -0.32
H 1.9654 -2.6828 0.0807 0.39 0.62 0.37
H -1.2163 0.9612 1.9682 0.16 0.13 -0.16
H -2.6620 -0.0474 2.1766 -0.60 -0.30 0.00
H -3.8973 1.4897 0.3884 0.73 -1.21 0.62
H -2.4930 2.3349 0.1207 1.48 0.26 0.09
H -1.8069 -1.0784 -2.5355 -0.56 -0.08 -0.01
H -0.7675 0.2099 -2.3461 -0.79 0.41 1.29
H -2.5544 0.2403 -1.7027 -1.60 1.72 -0.19
```
Forces are in eV/Å.

Summary:
* Kohn-Sham gap (alpha / beta): 5.39 / 6.31 eV
* energy above the lowest of the compared OMol25 structures with the same formula, charge and spin: 95.9 kJ/mol
* 2S+1: 3
* LUMO (alpha / beta): 0.522 / -2.964 eV

The following is a DFT calculation (ωB97M-V with the def2-TZVPD basis set) of a cluster of 2 separate species, C9H12NOS in total in a non-equilibrium geometry.

Geometry as XYZ:
```
24
Properties=species:S:1:pos:R:3:forces:R:3
C 1.0784 2.6025 1.3640 -0.12 0.58 0.26
C 1.3947 1.3797 1.9503 -0.04 0.02 0.13
C 1.0435 2.6882 -0.0246 -0.02 0.12 0.21
C 1.6476 0.2696 1.1880 0.07 -0.15 0.30
C 1.2970 1.5940 -0.8123 0.01 -0.01 -0.48
C 1.5918 0.3239 -0.2357 -0.02 0.01 -0.68
C -1.3802 -0.4949 -1.3918 -0.02 0.17 0.11
C -0.8911 -2.1476 0.4874 0.13 -0.14 0.10
C -1.0212 -1.8789 -0.9702 0.22 -0.50 -0.55
N 1.7983 -0.8038 -0.8852 -0.06 -1.14 0.20
O 1.7055 -0.6791 -2.3201 -0.05 0.51 -0.01
S -0.8282 -3.0776 -2.0852 -0.11 0.28 0.25
H 0.8849 3.4743 1.9788 0.00 -0.01 -0.02
H 1.4400 1.3086 3.0341 0.01 -0.05 -0.03
H 0.8144 3.6407 -0.4938 0.00 0.00 -0.02
H 1.9075 -0.6727 1.6557 0.03 -0.04 -0.04
H 1.2786 1.6778 -1.8900 0.00 -0.02 -0.03
H -2.3294 -0.4834 -1.9327 0.00 -0.11 0.04
H -1.4375 0.1726 -0.5349 0.00 0.12 0.03
H -0.6151 -0.1151 -2.0752 0.06 -0.06 0.07
H -0.5471 -3.1650 0.6631 -0.03 0.03 0.00
H -0.1793 -1.4435 0.9248 -0.04 0.10 0.00
H -1.8545 -2.0025 0.9854 -0.06 0.09 -0.02
H 1.4490 -1.5766 -2.5744 0.05 0.19 0.17
```
Forces are in eV/Å.

Summary:
* Kohn-Sham gap: 5.40 eV
* energy above the lowest of the compared OMol25 structures with the same formula, charge and spin: 0.0 kJ/mol
* total charge: -1
* 2S+1: 1
* LUMO: 3.166 eV